Entry 1:
76
Properties=species:S:1:pos:R:3:lowdin_spin:R:1 method="wB97M-V/def2-TZVPD" de_lowest_kj_mol=1279.06 multiplicity=5 total_energy_ha=-3742.47562 orbital_gap_ev="5.379 / 5.440" charge=+2 s_squared=6.02
Cr 0.1090 -0.7722 0.2862 3.740
Cl 0.3035 1.2207 2.0157 0.032
C -1.0488 1.8474 2.7907 0.005
Cl -0.3545 2.4765 -2.3880 0.005
H -0.1701 3.1288 -1.3170 0.000
H -0.7791 2.9121 2.9280 0.001
C -3.4463 -3.4292 -2.4724 0.001
N -2.0707 -3.1119 -2.0961 0.006
C -1.0408 -3.8482 -2.8177 0.001
C -1.7573 -2.0683 -1.3140 0.015
N -0.6351 -1.3747 -1.4290 0.004
C -0.0873 -1.0008 -2.6872 0.007
C -0.9265 -0.9500 -3.7737 0.000
C -0.4744 -0.6492 -5.0661 0.000
C 0.8382 -0.3508 -5.2508 0.000
C 1.7165 -0.2579 -4.1436 0.001
C 3.0122 0.2535 -4.3962 -0.001
C 3.8493 0.5507 -3.3684 0.000
C 3.4380 0.2747 -2.0572 -0.001
C 2.2384 -0.3286 -1.7671 0.007
N 1.9351 -0.5932 -0.3948 -0.002
C 2.8625 -0.6587 0.5380 0.016
N 2.5727 -0.1389 1.7905 0.011
C 1.9657 1.1035 1.9662 0.015
C 3.1957 -0.7613 2.9827 0.001
N 4.0065 -1.3340 0.4110 0.008
C 4.1380 -2.4033 -0.5762 0.001
C 5.2606 -0.9040 1.0248 0.001
C 1.2856 -0.5807 -2.8199 0.004
N -2.5891 -1.7932 -0.2634 0.015
C -3.3472 -2.8598 0.3953 0.001
C -2.6492 -0.4739 0.3382 0.015
H -3.4834 -3.5536 -3.5552 0.000
H -4.1110 -2.6128 -2.2031 0.000
H -3.7917 -4.3533 -2.0076 0.000
H -0.9831 -3.5361 -3.8619 0.000
H -1.2921 -4.9080 -2.7780 0.000
H -0.0740 -3.6887 -2.3471 0.000
H -1.9828 -1.1422 -3.6319 0.000
H -1.1704 -0.6520 -5.8937 0.000
H 1.2260 -0.1219 -6.2343 0.000
H 3.2948 0.4525 -5.4213 0.000
H 4.8132 1.0079 -3.5443 0.000
H 4.0950 0.5676 -1.2484 0.000
H 0.4178 2.2044 1.0235 0.004
H 2.4602 2.0131 2.2647 0.001
H 0.2575 0.4346 3.3267 0.000
H 3.2707 -1.8412 2.8341 0.000
H 2.5545 -0.5614 3.8328 0.000
H 4.1858 -0.3559 3.1881 0.000
H 3.1532 -2.7489 -0.8781 0.000
H 4.6895 -3.2221 -0.1145 0.000
H 4.6815 -2.0588 -1.4576 0.000
H 5.1779 0.1170 1.3916 0.000
H 6.0323 -0.9183 0.2546 0.000
H 5.5658 -1.5682 1.8334 0.000
H -2.8167 -3.8042 0.2881 0.000
H -4.3528 -2.9712 -0.0088 0.000
H -3.4360 -2.6227 1.4530 0.000
H -2.9806 0.2818 -0.3752 0.001
H -1.7075 -0.0621 0.7959 0.011
H -3.3538 -0.5030 1.1648 0.001
O 0.4097 -2.7242 1.1282 0.048
S 0.8624 -3.5553 2.3307 0.014
C 0.0825 -2.8394 3.7993 0.002
C -1.3198 -3.4256 3.8716 0.000
C -1.1266 -4.9118 3.5889 0.000
C -0.2521 -4.9986 2.3377 0.003
H 0.1449 -1.7541 3.7059 0.001
H 0.6958 -3.1534 4.6474 0.000
H -1.9463 -2.9713 3.1008 0.000
H -1.7855 -3.2351 4.8372 0.000
H -2.0671 -5.4404 3.4396 0.000
H -0.6191 -5.3852 4.4310 0.000
H -0.8193 -4.8704 1.4144 0.000
H 0.3445 -5.9054 2.2652 0.000

Entry 2:
73
Properties=species:S:1:pos:R:3:lowdin_charge:R:1 method="wB97M-V/def2-TZVPD" de_lowest_kj_mol=97.36 total_energy_ha=-4550.55054 orbital_gap_ev=5.933 charge=+4
Pt 0.7788 0.2707 0.7632 1.066
N 1.0695 -0.4914 2.6580 -0.097
C 2.2443 -1.3527 3.0893 -0.181
C 3.4937 -0.5422 3.3985 -0.161
C 4.3474 -0.1238 2.2027 -0.164
C 3.7742 0.9404 1.2714 -0.194
N 2.9059 0.3093 0.2063 -0.093
H 1.1165 0.3779 3.1964 0.122
H 0.2110 -0.9484 2.9585 0.098
H 2.4272 -2.1027 2.3239 0.104
H 1.9036 -1.8667 3.9899 0.145
H 4.1023 -1.1772 4.0448 0.143
H 3.2299 0.3255 4.0137 0.134
H 4.5911 -1.0182 1.6167 0.127
H 5.3051 0.2428 2.5715 0.138
H 4.5825 1.4879 0.7894 0.133
H 3.1585 1.6688 1.8038 0.112
H 3.3573 -0.5618 -0.0632 0.105
H 2.9157 0.8942 -0.6260 0.087
C -4.6038 -2.5184 -0.4948 -0.074
C -3.1163 -2.7088 -0.7647 -0.269
C -2.4548 -1.4153 -1.2317 -0.273
C -0.9494 -1.5757 -1.5619 -0.297
Ge -0.0034 -1.8668 0.0945 1.156
C 0.1984 -3.4697 1.1577 -0.289
C 0.9012 -4.6214 0.3968 -0.251
C 0.0966 -5.1868 -0.7677 -0.276
C 0.7729 -6.4191 -1.3605 -0.074
H -5.0428 -3.4192 -0.0713 0.093
H -5.1348 -2.2989 -1.4213 0.093
H -4.7815 -1.6983 0.2035 0.079
H -2.9657 -3.4798 -1.5245 0.128
H -2.6244 -3.0802 0.1468 0.087
H -2.6115 -0.6248 -0.4873 0.085
H -2.9273 -1.0651 -2.1528 0.134
H -0.5395 -0.7100 -2.0848 0.059
H -0.7599 -2.4610 -2.1750 0.079
H -0.7376 0.3915 1.1410 0.010
H -0.8404 -3.7394 1.3918 0.091
H 0.6901 -3.2330 2.0957 0.045
H 1.0589 -5.4011 1.1466 0.141
H 1.9010 -4.3219 0.0686 0.116
H -0.0266 -4.4295 -1.5537 0.085
H -0.9095 -5.4400 -0.4208 0.122
H 1.8050 -6.2068 -1.6427 0.086
H 0.2456 -6.7648 -2.2471 0.090
H 0.7795 -7.2352 -0.6384 0.094
O 0.8225 2.1228 -0.1076 -0.331
C -0.2587 2.9504 -0.3845 -0.559
C -0.6054 3.1279 -1.8458 -0.400
C 0.1438 2.6085 -2.9731 -0.040
C -0.4662 2.7982 -4.1707 -0.045
C -1.7018 3.4826 -4.0333 -0.231
S -2.1284 3.8349 -2.4775 1.257
C -1.3685 2.8985 0.5966 -0.559
C -2.6256 2.3830 0.4241 -0.137
C -3.4213 2.5012 1.5944 -0.125
C -2.7532 3.1075 2.6146 -0.330
S -1.1552 3.5425 2.1772 1.101
C 0.2092 4.2937 -0.8783 -0.423
C -0.4705 5.5771 -0.7495 -0.026
C 0.3090 6.6352 -1.0949 -0.034
C 1.6047 6.2264 -1.4886 -0.225
S 1.8813 4.5923 -1.4203 1.236
H 1.0896 2.1015 -2.8421 0.136
H -0.0893 2.4726 -5.1304 0.149
H -2.3583 3.7645 -4.8513 0.126
H -2.9769 1.9239 -0.4922 0.107
H -4.4443 2.1630 1.6723 0.130
H -3.1126 3.3329 3.6078 0.099
H -1.4782 5.6556 -0.3589 0.147
H 0.0126 7.6745 -1.0538 0.154
H 2.4073 6.8955 -1.7851 0.127

Entry 3:
96
Properties=species:S:1:pos:R:3:lowdin_charge:R:1 method="wB97M-V/def2-TZVPD" de_lowest_kj_mol=0.00 total_energy_ha=-56031.37813 orbital_gap_ev=9.801
C -0.5844 3.3155 -3.4779 -0.141
C -1.4226 4.1746 -2.5269 -0.248
C -1.4721 3.6712 -1.0658 -0.207
C -1.3978 2.1513 -0.9580 -0.231
C -2.0025 1.6146 0.3419 -0.206
C -1.7702 0.1122 0.4367 -0.191
C -2.7586 -0.6228 1.3653 -0.099
C -2.1259 -1.5302 2.4208 -0.351
C -1.5025 -0.6956 3.5318 -0.088
C -0.9788 -1.5152 4.7327 -0.162
C 0.5581 -1.3829 4.8216 -0.216
C 0.9761 0.0188 5.3123 -0.195
C 2.3324 -0.0408 6.0135 -0.168
C 2.9350 1.3298 6.2340 -0.181
O 2.8809 2.0845 5.0087 -0.054
C 3.9225 2.9897 4.9607 -0.504
C 5.0667 2.6155 4.0597 0.022
O 3.8958 4.0141 5.6156 0.117
O -3.3242 -2.1465 3.0956 -0.144
S -3.6459 -3.5236 2.4573 0.568
O -4.2926 -3.3965 1.1852 -0.232
O -4.3143 -4.4079 3.3418 -0.245
O -2.1292 -3.9909 2.0539 -0.261
C -1.3516 -2.7696 1.9793 -0.241
C -0.6159 -2.7604 0.6548 -0.116
O 0.0878 -3.9875 0.5617 -0.189
O -0.1002 -4.4978 -0.7600 -0.001
H 0.4110 3.0977 -3.1008 0.079
H -0.4695 3.8601 -4.4139 0.048
H -1.1193 2.4060 -3.7267 0.022
H -2.4338 4.2322 -2.9277 0.103
H -1.0185 5.1848 -2.5605 0.098
H -0.6460 4.1348 -0.5322 0.110
H -2.4183 4.0212 -0.6575 0.105
H -1.9355 1.6713 -1.7736 0.112
H -0.3503 1.8596 -1.0005 0.118
H -3.0537 1.8800 0.4218 0.118
H -1.4634 2.1202 1.1470 0.119
H -0.7387 -0.1099 0.6929 0.099
H -1.9104 -0.2924 -0.5670 0.114
H -3.2890 0.1438 1.9274 0.121
H -3.5276 -1.1535 0.8154 0.118
H -2.3130 -0.0779 3.9037 0.132
H -0.7085 -0.0818 3.1162 0.125
H -1.1732 -2.5718 4.5773 0.063
H -1.4181 -1.1591 5.6574 0.117
H 0.9205 -1.4861 3.7972 0.090
H 0.9875 -2.1609 5.4450 0.051
H 0.1920 0.4053 5.9627 0.120
H 1.0327 0.6779 4.4511 0.104
H 2.1711 -0.4939 6.9895 0.124
H 2.9914 -0.6489 5.3975 0.118
H 2.4200 1.8621 7.0308 0.130
H 3.9802 1.2069 6.5243 0.129
H 5.0403 1.5505 3.8528 0.082
H 5.9847 2.8229 4.5991 0.090
H 5.0406 3.2044 3.1507 0.091
H -0.5438 -2.9409 2.6959 0.123
H -1.2685 -2.6417 -0.2063 0.143
H 0.1115 -1.9481 0.6208 0.131
H 0.7607 -4.8853 -0.9576 0.046
C -0.2421 0.9979 -7.0215 -1.628
Br -1.8678 1.9913 -6.7552 0.560
Br 1.2049 2.1337 -7.5809 0.548
Br 0.2287 -0.0351 -5.4655 0.584
H -0.4280 0.2973 -7.8221 -0.036
C -5.4734 2.8967 -9.1223 -1.641
Br -4.3205 3.8205 -10.3508 0.558
Br -5.1623 3.4671 -7.3089 0.547
Br -7.3271 3.0714 -9.6060 0.579
H -5.2258 1.8471 -9.1770 -0.028
C 2.2032 -5.6096 1.9326 -1.599
Br 3.1261 -5.8525 0.2582 0.613
Br 2.3509 -7.1582 3.0623 0.561
Br 2.7950 -4.0182 2.8347 0.583
H 1.1559 -5.4751 1.6989 -0.053
C -0.2762 3.8684 -11.6490 -1.626
Br -0.7751 5.2270 -10.3829 0.536
Br -0.4538 2.1094 -10.8936 0.553
Br -1.2439 4.0408 -13.3035 0.577
H 0.7698 4.0132 -11.8734 -0.028
C 6.6992 -7.6281 3.2101 -1.636
Br 5.7570 -7.1138 4.8053 0.554
Br 5.9096 -9.1789 2.3886 0.563
Br 6.8345 -6.1608 1.9721 0.558
H 7.7034 -7.8958 3.5017 -0.033
C -0.6101 -5.9966 5.9309 -1.588
Br -1.4734 -5.4914 4.2926 0.765
Br -0.2985 -7.8937 5.9769 0.576
Br 1.0050 -4.9722 6.1579 0.582
H -1.2495 -5.7545 6.7667 -0.024
C 0.2005 8.4011 -7.6927 -1.653
Br 1.4329 8.3986 -9.1726 0.557
Br 0.2237 6.7285 -6.7378 0.548
Br 0.5068 9.8933 -6.5181 0.575
H -0.7908 8.5181 -8.1045 -0.031